# 1
{
  "formula": "C8H13BaFNO3Rb2S",
  "method": "wB97M-V/def2-TZVPD",
  "orbital_gap_ev": 4.6,
  "energy_ha": -1163.82767,
  "total_charge": 3,
  "species": ["Rb", "Rb", "Ba", "F", "O", "S", "O", "O", "C", "C", "C", "H", "H", "H", "H", "H", "H", "H", "H", "N", "C", "C", "C", "C", "C", "H", "H", "H", "H", "H"],
  "positions_angstrom": [[-0.32071, -40.49172, 13.81944], [-1.68114, -39.59774, 20.89044], [-4.16238, -36.10715, 16.34118], [-0.71265, -37.79071, 17.25023], [4.62772, -39.55359, 15.56031], [5.55477, -38.62706, 16.25016], [6.38997, -39.16880, 17.31027], [6.54426, -37.81004, 15.16782], [7.79465, -37.31126, 15.59275], [8.62781, -36.75868, 14.42524], [4.67850, -37.09682, 16.95085], [8.38778, -38.09553, 16.06309], [7.70421, -36.58382, 16.39944], [9.60446, -36.29425, 14.56143], [8.08516, -35.98140, 13.88720], [8.83335, -37.59590, 13.75823], [4.34798, -37.26822, 17.97529], [3.97119, -36.87015, 16.15308], [5.42187, -36.30804, 16.83546], [-1.35099, -32.29245, 16.36696], [-0.23458, -32.33240, 17.10915], [0.73846, -31.42038, 17.29143], [0.63280, -30.31507, 16.41372], [-0.49781, -30.12501, 15.65121], [-1.47882, -31.11386, 15.72874], [-0.13975, -33.20618, 17.73678], [1.58379, -31.67491, 17.91354], [1.40483, -29.57526, 16.56551], [-0.58941, -29.21980, 15.06932], [-2.39568, -30.95772, 15.17975]]
}

---

# 2
{
  "formula": "C4H8IN2",
  "method": "wB97M-V/def2-TZVPD",
  "orbital_gap_ev": [4.9, 6.6],
  "energy_ha": -563.98683,
  "total_charge": 1,
  "relative_energy_ev": 0.8659,
  "spin_multiplicity": 3,
  "s2": 2.02,
  "species": ["C", "C", "C", "C", "N", "N", "I", "H", "H", "H", "H", "H", "H", "H", "H"],
  "positions_angstrom": [[-0.10428, 1.19196, 0.02178], [0.32979, -0.12237, 0.60711], [0.35564, -2.44932, -0.09739], [-1.41372, 1.31903, -0.21433], [0.85217, 2.15941, -0.04225], [0.34955, -1.23048, -0.39578], [-2.94198, -0.14052, 0.05942], [1.37755, -0.21006, 0.86055], [-0.37648, -0.65423, 1.34685], [0.41990, -3.31561, -0.73088], [0.69517, -2.71538, 0.87638], [-1.88841, 2.07330, -0.84889], [0.59094, 2.98537, -0.57134], [0.01565, -0.88524, -1.28874], [1.73850, 1.99413, 0.41750]]
}

---

# 3
{
  "formula": "C20H20BrNO3",
  "method": "wB97M-V/def2-TZVPD",
  "orbital_gap_ev": 7.8,
  "energy_ha": -3628.64527,
  "total_charge": 0,
  "smiles": "CC(C)c1ccc(NC(=O)COC(=O)/C=C/c2cccc(Br)c2)cc1",
  "relative_energy_ev": 0.0000,
  "species": ["C", "H", "H", "H", "C", "C", "C", "C", "C", "C", "C", "H", "H", "N", "C", "O", "C", "O", "C", "O", "C", "C", "C", "C", "C", "C", "C", "C", "H", "Br", "H", "H", "H", "H", "H", "H", "H", "H", "H", "H", "C", "H", "H", "H", "H"],
  "positions_angstrom": [[-2.15485, 2.27850, -5.35979], [-2.95072, 2.74498, -5.93625], [-2.34020, 1.20740, -5.31668], [-1.21431, 2.44293, -5.87903], [-2.10879, 2.86899, -3.94902], [-1.07084, 2.17161, -3.10530], [0.27326, 2.17652, -3.45970], [1.22798, 1.54466, -2.68657], [0.84772, 0.88561, -1.52291], [-0.49459, 0.87257, -1.15614], [-1.43673, 1.50838, -1.94088], [-2.47470, 1.48858, -1.63999], [-0.79915, 0.36390, -0.25100], [1.75850, 0.22719, -0.68706], [3.09450, 0.07746, -0.82500], [3.77496, 0.48894, -1.73610], [3.73834, -0.70624, 0.32791], [2.79262, -1.19543, 1.26650], [2.88086, -0.74422, 2.53992], [3.72798, 0.02626, 2.91355], [1.82399, -1.28954, 3.40317], [0.90894, -2.17456, 2.98901], [-0.16099, -2.75386, 3.78022], [-0.96952, -3.73823, 3.20340], [-1.99826, -4.32154, 3.91823], [-2.25079, -3.93530, 5.22357], [-1.45294, -2.95598, 5.79464], [-0.41900, -2.36458, 5.09680], [0.17858, -1.60346, 5.57171], [-1.79270, -2.40966, 7.58977], [-3.05241, -4.38327, 5.78961], [-2.61201, -5.08212, 3.46036], [-0.78169, -4.04782, 2.18595], [0.95666, -2.51978, 1.96374], [1.86114, -0.91183, 4.41345], [4.27884, -1.55825, -0.09481], [4.45642, -0.04991, 0.83427], [1.34815, -0.20607, 0.13147], [2.26521, 1.55843, -2.97595], [0.59062, 2.68389, -4.35791], [-1.83958, 4.37460, -3.99967], [-1.81100, 4.78823, -2.99395], [-0.88724, 4.58017, -4.48157], [-2.62419, 4.87864, -4.55967], [-3.08809, 2.71325, -3.48229]]
}

---

# 4
{
  "formula": "C4H5IN2",
  "method": "wB97M-V/def2-TZVPD",
  "orbital_gap_ev": [7.6, 7.5],
  "energy_ha": -562.43973,
  "total_charge": 0,
  "relative_energy_ev": 4.7801,
  "species": ["C", "C", "C", "C", "N", "N", "I", "H", "H", "H", "H", "H"],
  "positions_angstrom": [[1.00887, -0.17319, -0.64769], [1.32805, 0.01108, 0.74256], [-0.35141, -0.33052, -0.73659], [0.14057, -0.12508, 1.41305], [-0.84042, -0.26554, 0.54650], [-1.15757, 0.40705, 3.27486], [-2.50891, 1.79072, 2.56597], [1.68107, -0.26241, -1.41042], [2.22112, 0.29833, 1.13439], [-0.94608, -0.65128, -1.58863], [-1.82698, -0.42686, 0.90219], [-0.64355, 0.96721, 3.99668]]
}

---

# 5
{
  "formula": "C17H21BrN4STl",
  "method": "wB97M-V/def2-TZVPD",
  "orbital_gap_ev": 7.5,
  "energy_ha": -4023.95130,
  "total_charge": 1,
  "relative_energy_ev": 0.1419,
  "species": ["Tl", "Br", "C", "C", "C", "C", "C", "C", "N", "C", "C", "C", "C", "C", "C", "N", "H", "H", "H", "H", "H", "H", "H", "H", "H", "C", "C", "N", "C", "S", "N", "C", "C", "H", "H", "H", "H", "H", "H", "H", "H", "H", "H", "H", "H"],
  "positions_angstrom": [[1.05220, -0.79456, 1.04971], [-5.11940, -4.64766, -0.79999], [-3.33890, -4.00206, -0.84249], [-3.02280, -2.82976, -0.16789], [-1.72600, -2.37136, -0.19919], [-0.72930, -3.04076, -0.92159], [-1.06300, -4.23136, -1.57679], [-2.35800, -4.70446, -1.53149], [0.52510, -2.44956, -0.90219], [1.45780, -2.69916, -1.74169], [2.72310, -1.98236, -1.69639], [3.76330, -2.31526, -2.56629], [4.94840, -1.59946, -2.50999], [5.04390, -0.54116, -1.62159], [3.96030, -0.27436, -0.79569], [2.84340, -0.98246, -0.80779], [-3.78550, -2.30106, 0.37941], [-1.46910, -1.44936, 0.30881], [-0.31710, -4.79676, -2.11609], [-2.61500, -5.62516, -2.03099], [1.34970, -3.41246, -2.55769], [3.65100, -3.12576, -3.26799], [5.77330, -1.85516, -3.15519], [5.93810, 0.05694, -1.55879], [3.99920, 0.53744, -0.08389], [-3.56260, 3.33474, 2.27931], [-2.90610, 1.95574, 2.26061], [-2.12650, 1.69934, 1.06501], [-0.84960, 2.04214, 0.85231], [-0.08400, 1.41514, -0.52979], [-0.22350, 2.82304, 1.73291], [1.11640, 3.34694, 1.56791], [1.09620, 4.80004, 1.10721], [-4.14960, 3.44084, 3.18731], [-4.22480, 3.45094, 1.42581], [-2.82620, 4.13474, 2.25141], [-3.67810, 1.18484, 2.31281], [-2.25800, 1.82604, 3.13371], [-2.58530, 1.25924, 0.28241], [-0.77270, 3.25844, 2.45931], [1.62550, 2.72714, 0.82661], [1.63560, 3.26174, 2.52691], [0.57250, 4.88654, 0.15871], [2.11270, 5.15604, 0.97251], [0.60330, 5.43334, 1.84061]]
}

---

# 6
{
  "formula": "C9H13Cl2NOS",
  "method": "wB97M-V/def2-TZVPD",
  "orbital_gap_ev": 9.6,
  "energy_ha": -1799.22430,
  "total_charge": 0,
  "smiles": "CCSC(=O)N(C/C=C/Cl)C/C=C/Cl",
  "relative_energy_ev": 0.0000,
  "species": ["O", "Cl", "Cl", "S", "C", "C", "C", "C", "C", "N", "C", "C", "C", "C", "H", "H", "H", "H", "H", "H", "H", "H", "H", "H", "H", "H", "H"],
  "positions_angstrom": [[2.08424, -0.17214, 0.27596], [-4.79529, 1.64924, -0.64476], [-0.74080, -1.45656, 5.44980], [0.62257, 1.27647, -1.33626], [0.93571, 0.07881, -0.04869], [-3.53709, 0.38569, -0.87623], [-0.29421, -2.09873, 3.91733], [-2.39096, 0.15369, -0.03491], [-0.24031, -1.26225, 2.84500], [-0.10441, -0.68646, 0.42307], [-1.32865, -0.76168, -0.42110], [0.13385, -1.73727, 1.40440], [2.52277, 2.42235, -3.04371], [2.38642, 1.59307, -1.78560], [-3.88241, -0.33059, -1.66212], [-0.11830, -3.18778, 3.87341], [-2.17858, 0.74543, 0.88302], [-0.36192, -0.23465, 3.04444], [-1.16615, -0.61406, -1.49123], [-1.76462, -1.80738, -0.48928], [1.21440, -2.08690, 1.40375], [-0.53314, -2.55550, 1.26869], [2.16914, 1.89982, -3.94993], [1.94222, 3.38807, -3.07998], [3.59522, 2.54088, -3.11839], [2.98473, 0.68264, -1.82658], [2.84558, 2.17579, -0.98013]]
}

---

What is the formula in the first record?
C8H13BaFNO3Rb2S